# 1
{"formula": "C37H33N6O4S2ScSi", "method": "ωB97M-V with the def2-TZVPD basis set", "species": ["Sc", "N", "C", "N", "C", "N", "N", "C", "C", "C", "C", "C", "C", "N", "C", "C", "C", "C", "C", "C", "H", "H", "H", "H", "H", "H", "H", "H", "H", "H", "H", "C", "Si", "C", "C", "C", "C", "C", "C", "N", "C", "S", "H", "H", "H", "H", "H", "H", "H", "H", "H", "H", "H", "H", "O", "S", "O", "O", "O", "C", "C", "C", "C", "C", "C", "C", "C", "C", "C", "C", "C", "C", "C", "C", "H", "H", "H", "H", "H", "H", "H", "H", "H", "H"], "positions_angstrom": [[0.780089, -0.366376, -0.196391], [0.622145, -4.207063, 2.406644], [1.107607, -3.139037, 1.589680], [0.149690, -2.218952, 1.172706], [-1.089771, -2.653601, 0.925249], [-2.032275, -1.870695, 0.448417], [-1.506731, -0.629763, 0.205434], [-2.334912, 0.313183, -0.007842], [-1.814181, 1.672068, -0.114099], [-2.638153, 2.726554, -0.497104], [-2.110740, 4.003807, -0.525018], [-0.791602, 4.183117, -0.128189], [-0.035686, 3.075746, 0.208924], [-0.520962, 1.834588, 0.203691], [-1.470723, -4.037324, 1.256091], [-2.685349, -4.592353, 0.870359], [-3.015591, -5.887418, 1.233364], [-2.121695, -6.634321, 1.993534], [-0.906299, -6.097842, 2.380470], [-0.569032, -4.797392, 2.006066], [1.341873, -4.861053, 2.675231], [1.940095, -2.635600, 2.079125], [-3.404640, 0.124450, -0.062512], [-3.655046, 2.518537, -0.805539], [-2.707335, 4.841049, -0.864177], [-0.335460, 5.164698, -0.125293], [1.013934, 3.160743, 0.463203], [-3.355730, -3.976409, 0.285332], [-3.961117, -6.315421, 0.925274], [-2.371674, -7.648754, 2.282312], [-0.205910, -6.680491, 2.968979], [5.572697, 3.078494, 2.139468], [5.379288, 1.258764, 2.581479], [6.150377, 0.137776, 1.284681], [6.326405, 0.995895, 4.203896], [3.595352, 0.771731, 2.894617], [3.149076, 0.306006, 4.116690], [1.836269, -0.141826, 4.289912], [1.021009, -0.167289, 3.175371], [1.419408, 0.280500, 1.986401], [2.652081, 0.806791, 1.831794], [2.984762, 1.429375, 0.265801], [6.627424, 3.343716, 2.025212], [5.147124, 3.709468, 2.923751], [5.048979, 3.290434, 1.207847], [7.226142, 0.034231, 1.458881], [5.988283, 0.527393, 0.280792], [5.694929, -0.853837, 1.312311], [7.379480, 1.249803, 4.054174], [6.282811, -0.044699, 4.534122], [5.945218, 1.625248, 5.011724], [3.832921, 0.266691, 4.959722], [1.478861, -0.502680, 5.244843], [0.020140, -0.580809, 3.205956], [1.770281, -3.826659, 0.409443], [2.196190, -2.806484, -0.735348], [0.977314, -2.410106, -1.437054], [2.642687, -1.592806, -0.008714], [3.193712, -3.492254, -1.494457], [0.294355, 0.397690, -2.158358], [-0.701597, 0.852156, -2.726216], [-1.948283, 1.250527, -3.269788], [-3.030235, 0.288559, -3.131972], [-4.399109, 0.632608, -3.040128], [-5.380464, -0.315569, -2.791463], [-5.064955, -1.656921, -2.627268], [-3.721313, -2.022383, -2.703883], [-2.738085, -1.087412, -2.949311], [-2.090620, 2.583737, -3.775188], [-1.092749, 3.559173, -3.509588], [-1.189230, 4.858716, -3.960845], [-2.279736, 5.287141, -4.718907], [-3.255885, 4.344698, -5.027344], [-3.168814, 3.038062, -4.579531], [-4.697705, 1.670274, -3.105895], [-6.413084, 0.012716, -2.710181], [-5.834789, -2.392203, -2.423792], [-3.426802, -3.055367, -2.553111], [-1.699764, -1.394168, -2.967358], [-0.232841, 3.255594, -2.923795], [-0.395469, 5.556551, -3.710936], [-2.357111, 6.311087, -5.065441], [-4.103528, 4.626489, -5.645816], [-3.926225, 2.336707, -4.901120]], "forces_ev_per_angstrom": [[0.0, 0.3, 0.4], [0.0, 0.0, 0.0], [0.2, -0.3, -0.1], [-0.1, 0.1, 0.0], [0.0, 0.2, 0.0], [0.0, -0.2, 0.0], [-0.1, 0.1, -0.1], [0.0, 0.0, 0.0], [0.0, 0.2, 0.0], [0.1, -0.1, 0.1], [0.0, 0.0, 0.0], [0.0, 0.1, 0.0], [0.1, 0.0, 0.0], [-0.1, -0.1, -0.1], [0.0, -0.1, 0.0], [0.0, 0.0, 0.0], [0.0, 0.0, 0.0], [0.0, 0.0, 0.0], [0.0, 0.0, 0.0], [-0.1, 0.0, 0.0], [0.0, 0.0, 0.0], [0.0, 0.0, 0.1], [0.0, 0.0, 0.0], [0.0, 0.0, 0.0], [0.0, 0.0, 0.0], [0.0, 0.0, 0.0], [0.0, 0.0, 0.0], [0.0, 0.0, 0.0], [0.0, 0.0, 0.0], [0.0, 0.0, 0.0], [0.0, 0.0, 0.0], [0.0, -0.1, 0.0], [-0.1, 0.0, -0.1], [0.1, 0.1, 0.1], [0.0, 0.0, -0.1], [0.1, 0.2, 0.1], [0.0, 0.0, 0.0], [-0.1, 0.0, -0.1], [0.1, 0.1, 0.1], [0.0, -0.1, 0.0], [0.0, 0.0, -0.1], [-0.1, 0.0, -0.1], [0.0, 0.0, 0.0], [0.0, 0.0, 0.0], [0.0, 0.0, 0.0], [0.0, 0.0, 0.0], [0.0, 0.0, 0.0], [0.0, 0.0, 0.0], [0.0, 0.0, 0.0], [0.0, 0.0, 0.0], [0.0, 0.0, 0.0], [0.0, 0.0, 0.0], [0.0, 0.0, 0.0], [0.0, 0.0, 0.0], [0.0, 0.1, 0.1], [-0.1, 0.1, -0.2], [-0.1, -0.1, -0.1], [0.3, -0.1, 0.1], [0.0, -0.1, 0.0], [0.1, 0.2, -0.1], [0.0, -0.3, -0.2], [0.0, 0.0, 0.1], [0.0, -0.1, 0.0], [0.0, 0.0, 0.0], [0.0, 0.0, 0.0], [0.0, 0.0, 0.0], [0.0, 0.0, 0.0], [0.0, 0.1, 0.0], [0.0, 0.1, 0.0], [0.0, 0.0, 0.0], [0.0, 0.0, 0.0], [0.0, 0.0, 0.0], [0.0, 0.0, 0.0], [0.0, 0.0, 0.0], [0.0, 0.0, 0.0], [0.0, 0.0, 0.0], [0.0, 0.0, 0.0], [0.0, 0.0, 0.0], [0.0, 0.0, 0.0], [0.0, 0.0, 0.0], [0.0, 0.0, 0.0], [0.0, 0.0, 0.0], [0.0, 0.0, 0.0], [0.0, 0.0, 0.0]], "lowdin_charge": [0.85, 0.11, -0.38, 0.01, -0.32, 0.08, -0.03, -0.07, -0.27, -0.02, -0.08, -0.08, -0.14, 0.07, -0.07, -0.02, -0.11, -0.11, -0.04, -0.20, 0.13, 0.14, 0.13, 0.11, 0.10, 0.10, 0.05, 0.10, 0.09, 0.09, 0.10, -0.20, 0.50, -0.18, -0.21, -0.26, -0.10, -0.09, -0.15, -0.05, -0.76, 0.65, 0.02, 0.02, 0.00, 0.02, 0.02, 0.03, 0.02, 0.02, 0.02, 0.08, 0.09, 0.11, -0.19, 0.42, -0.34, -0.41, -0.27, -0.10, -0.21, -0.22, -0.19, -0.09, -0.14, -0.15, -0.12, -0.05, -0.19, -0.06, -0.13, -0.16, -0.14, -0.07, 0.08, 0.08, 0.07, 0.09, 0.10, 0.10, 0.09, 0.07, 0.08, 0.09], "e_above_lowest_ev": 1.246, "charge": -2, "gap_ev": 4.31, "e_homo_ev": -0.16, "lumo_energy_ev": 4.14, "spin_multiplicity": 1}

# 2
{"formula": "C4H7NO", "method": "ωB97M-V with the def2-TZVPD basis set", "species": ["C", "C", "C", "C", "O", "N", "H", "H", "H", "H", "H", "H", "H"], "positions_angstrom": [[0.434695, -1.310256, 0.794844], [-0.675842, 0.718554, -0.353199], [1.127623, 0.389170, -1.196608], [-1.696854, 1.126487, 0.395238], [0.604765, 0.070289, 0.422791], [-0.176493, 0.592837, -1.564275], [0.021498, -1.881460, -0.040579], [-0.250077, -1.346190, 1.641813], [1.406952, -1.703657, 1.090179], [1.785253, 1.224098, -0.926463], [1.665661, -0.454457, -1.639670], [-1.772481, 0.852948, 1.435411], [-2.474699, 1.721638, -0.059482]], "forces_ev_per_angstrom": [[0.0, 0.2, -0.1], [0.2, -0.1, 0.2], [-0.2, -0.1, 0.5], [0.1, 0.0, -0.1], [-0.1, 0.1, -0.5], [0.0, 0.0, 0.0], [0.0, 0.1, 0.0], [0.0, 0.0, 0.0], [0.0, 0.0, 0.0], [-0.1, 0.0, 0.0], [0.0, 0.0, 0.0], [0.0, 0.0, 0.0], [0.0, 0.0, 0.0]], "lowdin_charge": [-0.06, -0.37, -0.06, 0.03, -0.18, 0.03, 0.10, 0.09, 0.09, 0.11, 0.11, 0.05, 0.05], "e_above_lowest_ev": 4.988, "gap_ev": 8.45, "e_homo_ev": -7.59, "lumo_energy_ev": 0.86, "spin_multiplicity": 1}

# 3
{"formula": "C32H34FN2O5ReS6", "method": "ωB97M-V with the def2-TZVPD basis set", "species": ["Re", "S", "S", "S", "S", "C", "C", "C", "C", "C", "C", "C", "C", "C", "C", "C", "C", "N", "C", "C", "C", "C", "C", "C", "F", "H", "H", "H", "H", "H", "H", "H", "H", "H", "H", "H", "H", "H", "H", "H", "H", "H", "H", "H", "H", "H", "O", "S", "O", "O", "S", "C", "O", "C", "C", "C", "C", "C", "C", "N", "C", "C", "C", "C", "C", "C", "C", "O", "H", "H", "H", "H", "H", "H", "H", "H", "H", "H", "H", "H", "H"], "positions_angstrom": [[0.365860, -0.201125, 0.233169], [0.237093, -1.048685, 2.613044], [1.996611, -0.322058, 3.384688], [3.299631, -1.024834, 1.962160], [2.713136, 0.152265, 0.365187], [0.191252, -3.850638, -3.258824], [-0.284164, -2.405206, -3.394582], [-1.226075, -2.340634, -4.605924], [0.836552, -1.387016, -3.561506], [1.801073, -1.648637, -4.526456], [2.793119, -0.729852, -4.816340], [2.758042, 0.502781, -4.197881], [1.786713, 0.843651, -3.252799], [1.812697, 2.315846, -2.835587], [0.451368, 2.997189, -2.749038], [2.651045, 2.600875, -1.591069], [0.871568, -0.159241, -2.859382], [-0.056591, 0.018713, -1.778536], [-1.396986, 0.037278, -2.143606], [-1.898013, 0.359254, -3.406515], [-3.262646, 0.354995, -3.655995], [-4.177340, 0.031179, -2.663965], [-3.709967, -0.293521, -1.395287], [-2.360558, -0.284916, -1.201338], [-1.859564, -0.598818, 0.065808], [-0.687087, -4.496164, -3.228039], [0.771125, -4.019617, -2.355050], [0.794824, -4.163813, -4.113413], [-0.850493, -2.161790, -2.494696], [-0.688683, -2.631498, -5.512729], [-1.637759, -1.345308, -4.757086], [-2.060134, -3.033898, -4.469516], [1.775204, -2.588777, -5.063609], [3.557696, -0.956362, -5.549436], [3.488750, 1.256482, -4.470188], [2.339861, 2.797711, -3.667258], [-0.159792, 2.625642, -1.934292], [-0.103567, 2.888528, -3.683185], [0.594538, 4.062813, -2.564108], [2.130860, 2.312294, -0.681997], [2.836073, 3.674865, -1.520259], [3.611737, 2.082795, -1.628461], [-1.199650, 0.627493, -4.187483], [-3.614867, 0.626062, -4.643709], [-5.240587, 0.057617, -2.858829], [-4.372605, -0.503076, -0.567447], [-2.169565, 2.385800, -0.427510], [-1.497318, 3.134305, 0.622613], [-0.854672, 4.350058, 0.168155], [-2.261185, 3.264342, 1.844720], [0.171324, 1.905164, 1.232743], [-0.048838, -6.804675, -1.296899], [-0.165244, -5.837999, -0.269284], [-1.121436, -4.883447, -0.379224], [-2.010384, -4.779912, -1.441271], [-3.010648, -3.816500, -1.426857], [-3.150179, -2.965201, -0.343832], [-2.264173, -3.060969, 0.716171], [-1.243157, -3.995978, 0.698154], [-0.427193, -4.131577, 1.844087], [0.871723, -4.352777, 1.936164], [1.864413, -4.150694, 0.980054], [3.095942, -4.845924, 1.151538], [4.148423, -4.631907, 0.320867], [4.021465, -3.651870, -0.700139], [2.888991, -2.912749, -0.851710], [1.747726, -3.117131, -0.012682], [0.697432, -2.394894, -0.074336], [0.788694, -7.436704, -1.013240], [0.162680, -6.340475, -2.259408], [-0.956082, -7.411527, -1.371642], [-1.931844, -5.455705, -2.280524], [-3.685014, -3.739323, -2.269425], [-3.929828, -2.216859, -0.327786], [-2.335293, -2.384161, 1.560093], [-0.893283, -3.931274, 2.716951], [1.185778, -4.696670, 2.918558], [3.167798, -5.572351, 1.953687], [5.073197, -5.178636, 0.444199], [4.859536, -3.463705, -1.361405], [2.821416, -2.142421, -1.606014]], "forces_ev_per_angstrom": [[0.7, 0.1, 1.1], [-0.1, -0.1, -0.3], [0.1, 0.0, 0.1], [0.0, -0.1, 0.1], [-0.2, -0.2, 0.0], [0.1, 0.0, -0.2], [0.0, -0.1, 0.0], [0.0, -0.1, -0.1], [0.0, -0.1, -0.1], [0.0, 0.0, 0.0], [0.0, 0.0, 0.0], [0.0, 0.0, 0.0], [0.0, -0.1, 0.0], [0.0, 0.0, 0.0], [0.0, 0.0, 0.0], [0.0, 0.1, -0.1], [0.0, 0.1, 0.1], [-0.2, 0.3, -0.3], [0.2, 0.2, 0.2], [-0.1, 0.4, 0.1], [0.1, 0.1, 0.1], [0.0, 0.0, 0.0], [-0.1, 0.5, -0.1], [0.0, 0.3, 0.0], [0.1, 0.6, -0.1], [0.4, 0.2, -0.2], [0.1, 0.0, 0.1], [0.0, 0.0, 0.0], [0.1, -0.1, 0.0], [0.0, -0.1, 0.0], [0.1, -0.3, -0.1], [0.0, 0.0, 0.0], [0.0, 0.0, 0.0], [0.0, 0.0, 0.0], [0.0, 0.0, 0.0], [0.0, 0.0, 0.0], [-0.1, -0.1, 0.1], [0.0, 0.0, 0.0], [0.0, 0.0, 0.0], [-0.1, 0.1, 0.0], [0.0, 0.0, 0.0], [0.0, 0.0, 0.0], [0.0, 0.1, 0.0], [0.0, 0.0, 0.0], [0.0, 0.0, 0.0], [0.0, 0.3, -0.1], [0.0, -0.2, -0.1], [-0.3, 0.1, -0.2], [0.1, 0.0, 0.0], [0.1, 0.0, 0.1], [0.1, -0.3, -0.5], [-0.1, 0.0, 0.0], [0.2, 0.0, 0.0], [-0.3, 0.0, 0.1], [-0.3, -0.1, 0.3], [0.0, -0.1, 0.1], [-0.1, -0.4, 0.2], [0.0, -0.3, 0.1], [-0.2, 0.0, -0.1], [0.1, -0.1, 0.0], [-0.1, 0.2, 0.1], [0.1, -0.1, -0.1], [-0.1, 0.0, 0.0], [0.0, 0.1, -0.1], [0.0, -0.1, 0.1], [-0.2, 0.0, -0.1], [0.0, 0.0, 0.1], [0.0, 0.3, -0.5], [0.0, 0.0, 0.0], [0.0, 0.0, 0.0], [0.0, 0.0, 0.0], [-0.1, -0.1, 0.2], [0.0, 0.0, 0.0], [0.2, -0.6, 0.1], [0.0, -0.1, 0.0], [0.0, -0.2, 0.0], [0.0, 0.0, 0.0], [0.0, 0.0, 0.0], [0.0, 0.0, 0.0], [0.0, 0.0, 0.0], [0.0, 0.0, -0.1]], "lowdin_charge": [0.92, -0.03, -0.07, -0.01, 0.10, -0.07, -0.33, -0.04, -0.14, -0.06, -0.09, -0.05, -0.12, -0.36, -0.05, -0.11, -0.18, -0.10, -0.27, -0.04, -0.08, -0.07, -0.04, -0.23, -0.08, 0.04, 0.07, 0.08, 0.11, 0.08, 0.05, 0.08, 0.10, 0.10, 0.11, 0.12, 0.04, 0.08, 0.09, -0.04, 0.08, 0.06, 0.12, 0.11, 0.10, 0.12, -0.40, 0.13, -0.40, -0.40, 0.29, -0.06, -0.07, -0.22, -0.04, -0.05, -0.09, -0.02, -0.17, 0.11, -0.02, -0.16, -0.05, -0.09, -0.06, -0.06, -0.41, -0.23, 0.10, 0.08, 0.10, 0.10, 0.11, 0.08, 0.11, 0.15, 0.15, 0.11, 0.10, 0.11, 0.10], "e_above_lowest_ev": 1.549, "charge": -1, "gap_ev": [5.65, 5.82], "e_homo_ev": [-4.40, -4.61], "lumo_energy_ev": [1.24, 1.22], "spin_multiplicity": 4}